Entry 1:
Computed, not measured: 2 unconnected molecules or ions with the total composition C3H3F3O in a non-equilibrium geometry, with ωB97M-V/def2-TZVPD.

```
10
Properties=species:S:1:pos:R:3:forces:R:3
C 1.26591 0.48359 -0.55249 -1.25 1.26 -1.71
C -0.63715 -0.67726 1.29798 3.09 0.46 1.68
C 0.32146 -0.10187 -1.28906 0.16 1.94 0.96
O -1.72195 -0.02742 1.40035 -0.17 0.31 0.39
F 0.35484 0.03846 2.10246 -2.46 -1.13 -1.46
F -0.78659 0.58475 -1.67085 0.91 -0.38 -0.25
F 0.20069 -1.32440 -1.67212 -0.06 -1.12 0.04
H 1.29920 1.57515 -0.60404 -0.60 -0.34 0.36
H 2.02992 0.08461 0.03481 0.97 -1.28 0.21
H -2.32632 -0.63560 0.95296 -0.61 0.29 -0.21
```
Positions in Å, forces in eV/Å.

## Properties
electronic energy	-490.82744	a.u.
HOMO	-9.6	eV
max |F|	3.5	eV/A

Löwdin charges, unit e, in atom order: 0.0713 -0.0723 -0.4882 0.1008 -0.1048 0.0739 0.1575 0.0883 0.0554 0.1182


Entry 2:
Computed, not measured: 10 unconnected molecules or ions with the total composition C22H48O18 in a non-equilibrium geometry, with ωB97M-V/def2-TZVPD.

```
88
Properties=species:S:1:pos:R:3:forces:R:3
C -0.59522 -1.08099 -0.32431 1.79 0.66 -0.32
O 0.34744 -0.47699 -1.23262 -0.52 0.75 0.00
H -0.69213 -2.14790 -0.52532 -0.26 0.03 0.20
H -0.07355 -0.86470 0.60800 -0.78 -0.61 0.77
H -1.53977 -0.53842 -0.36334 -0.10 -0.20 -0.11
H 0.81622 -1.09313 -1.80026 -0.29 -0.31 -0.24
C 1.21273 -0.59061 -4.54364 0.21 -1.12 0.30
O 1.41608 -1.53384 -3.44812 0.28 0.49 -0.78
H 1.65997 -0.98485 -5.45614 0.38 -0.02 -0.01
H 0.15100 -0.52810 -4.78220 -0.08 0.60 0.38
H 1.71062 0.33935 -4.26906 -0.47 0.00 0.00
H 0.96328 -2.34447 -3.69192 -0.17 -0.25 -0.02
C 0.78152 -4.80252 0.75149 1.38 -3.29 -0.65
O 0.55983 -4.52549 -0.60140 -1.04 2.21 -1.07
H 0.76671 -5.88841 0.65819 -0.10 -0.61 1.38
H 1.83519 -4.64200 0.97977 -0.16 0.86 0.71
H 0.04838 -4.57741 1.52604 -0.05 0.93 -0.61
H 0.89207 -5.23990 -1.14988 0.01 0.02 0.20
C 0.21759 2.79266 -2.69065 -1.68 -1.91 1.45
O 1.19974 2.82222 -3.64747 1.45 1.34 -1.50
H -0.00792 1.72782 -2.63275 -0.88 -0.09 0.52
H 0.49967 3.04655 -1.66885 0.49 0.54 -0.19
H -0.68036 3.34940 -2.95862 0.01 0.09 0.02
H 0.78508 3.28350 -4.38019 0.59 -0.01 -0.31
C 4.41685 -3.67751 -0.81080 0.18 0.59 -0.77
O 3.59997 -3.81232 -1.97235 0.12 -0.52 0.09
H 4.65282 -2.64679 -0.54619 -0.09 0.31 -0.29
H 4.06055 -4.10648 0.12576 -0.36 -0.54 -0.25
H 5.34503 -4.13338 -1.15543 0.08 -0.16 0.57
H 2.82300 -3.25383 -2.04980 0.04 0.35 0.65
C -2.74682 -5.07220 -0.12038 2.47 -0.23 0.48
O -3.71501 -5.56563 -0.91463 -2.56 -0.55 -1.77
H -3.12442 -4.82417 0.87159 0.29 0.31 0.20
H -1.99226 -5.85863 -0.10391 0.35 -0.01 0.86
H -2.24572 -4.27398 -0.66794 0.18 0.65 0.72
H -3.96284 -4.80232 -1.44145 -0.75 -0.17 -0.50
C -4.29828 -1.84639 1.72677 0.61 1.85 -0.74
C -3.66405 -1.72878 3.13425 -1.10 -0.12 -1.46
C -3.30788 -3.07340 3.61090 -1.67 -1.87 -0.30
O -2.14254 -2.90678 4.35610 0.23 -1.97 1.12
C -1.53543 -1.85609 3.92590 3.22 4.37 0.37
O -0.42771 -1.43701 4.27954 -2.68 -1.52 -1.08
O -2.35228 -1.11106 3.10531 -0.36 -0.32 0.19
H -5.17402 -2.44050 1.46556 0.41 -1.01 0.92
H -3.47639 -1.99636 1.02669 -0.04 -0.71 -0.10
H -4.70289 -0.91823 1.32313 0.19 0.76 0.55
H -4.36252 -1.28463 3.84345 0.44 0.75 0.06
H -3.17270 -3.74812 2.76556 0.53 -0.09 0.04
H -4.11911 -3.50293 4.19869 0.28 -0.05 0.35
C -4.29199 3.19746 -2.04952 0.22 -0.97 1.82
C -4.47834 3.37465 -0.51563 1.20 1.55 -2.00
C -3.95710 2.24949 0.32772 -0.17 -0.81 2.06
O -3.10888 2.88283 1.32807 0.37 1.57 -0.72
C -2.87051 4.22909 0.93400 2.20 -0.80 3.69
O -2.12869 4.99832 1.56741 -2.36 -2.40 -2.22
O -3.54482 4.44543 -0.13821 -1.15 1.38 -1.55
H -3.42485 2.53829 -2.09051 -0.06 -0.07 -0.80
H -4.07901 4.12283 -2.58471 -0.42 -0.02 0.17
H -5.20609 2.67271 -2.32731 0.25 0.01 -0.79
H -5.49214 3.76153 -0.41265 0.10 -0.21 0.98
H -3.41362 1.43709 -0.15470 0.29 0.46 -0.54
H -4.70106 1.71231 0.91601 -0.41 0.22 -0.15
C 3.79705 0.66548 -1.31630 -0.01 -2.68 -0.07
C 4.58430 1.88739 -1.33176 -1.19 0.29 -2.20
C 3.68083 3.07936 -1.33118 -0.54 0.05 -1.76
O 4.07349 3.75061 -0.21186 0.29 1.50 2.45
C 5.12643 3.12403 0.42342 0.89 2.64 -0.08
O 5.82892 3.69587 1.22714 -1.46 -1.73 -0.93
O 5.31075 1.94726 -0.17293 1.81 -0.02 1.93
H 3.20115 0.59657 -0.40622 -0.37 0.38 -0.11
H 4.46948 -0.18574 -1.20963 0.12 -0.25 -0.27
H 3.17766 0.47061 -2.19178 -0.05 0.30 0.05
H 5.18024 2.11496 -2.21559 0.81 -1.18 0.11
H 2.62386 2.82370 -1.40571 -0.04 0.09 0.61
H 3.90673 3.64074 -2.23778 -0.21 0.55 0.14
C 0.88634 2.81012 1.01155 -0.97 -0.92 0.65
C 0.85388 2.59648 2.54024 1.97 1.35 -0.63
C 2.04663 1.76748 3.07630 -2.20 -2.04 0.14
O 2.61249 2.51871 4.12120 0.76 -1.07 -0.65
C 2.13417 3.72904 3.95077 4.85 4.02 6.16
O 2.52797 4.69641 4.59262 0.29 -1.09 -0.18
O 1.21749 3.84369 3.16769 -5.57 0.77 -4.99
H 0.10654 3.49098 0.67032 -0.07 -0.01 0.20
H 0.69517 1.82450 0.58716 -0.14 -0.10 -0.36
H 1.83649 3.14886 0.59853 0.13 0.10 0.69
H -0.06615 2.31400 3.05195 -0.26 -0.22 -0.86
H 2.75158 1.43184 2.31572 0.11 0.11 0.19
H 1.48412 0.97081 3.56312 0.95 -0.95 -0.23
```
Positions in Å, forces in eV/Å.

## Properties
spin multiplicity	2
electronic energy	-2221.17013	a.u.
HOMO (alpha / beta)	0.0 / -7.6	eV
expectation value of S²	0.75
max |F|	8.8	eV/A
net charge	-1

Löwdin charges, unit e, in atom order: -0.1466 -0.1943 0.0561 0.0676 0.0466 0.0110 -0.1229 -0.1903 0.0691 0.0708 0.0620 0.0696 -0.1692 -0.1685 0.0728 0.0634 0.0821 0.0763 -0.1883 -0.1194 0.0686 0.0519 0.0831 0.0824 -0.1545 -0.1330 0.0603 0.0605 0.0790 0.0445 -0.2953 -0.1551 0.0553 0.0692 0.0580 0.0353 -0.0813 -0.3043 -0.1425 0.1183 -0.5516 0.1035 0.0802 0.0669 0.0621 0.0331 0.1504 0.1130 0.1439 -0.0577 -0.2689 -0.1269 0.0120 -0.5251 0.0986 0.0832 0.0617 0.0820 0.0683 0.1449 0.1069 0.1092 -0.0110 -0.3846 -0.1632 0.0637 -0.4923 0.1556 0.1192 0.0978 0.0837 0.0905 0.1620 0.0997 0.1372 0.0068 -0.2056 -0.0877 0.1140 -0.7192 0.0990 0.1498 0.0749 0.0796 0.0676 0.1628 0.1325 0.1288


Entry 3:
Computed, not measured: a single C5H7N3 molecule in a non-equilibrium geometry, with ωB97M-V/def2-TZVPD.

```
15
Properties=species:S:1:pos:R:3:forces:R:3
C 0.24120 -1.98248 0.51776 3.84 -4.29 2.15
C -0.57637 -1.74729 -0.44806 -2.87 2.35 -1.22
C -0.57552 -0.27644 -0.66548 5.14 0.80 -0.53
C -1.25514 1.03154 -0.46946 -1.91 0.47 -1.57
N -0.15485 2.01382 -0.41538 0.70 -0.58 -1.51
N 0.93294 1.32554 0.37029 -2.11 4.98 3.02
C 0.55958 0.04947 0.37627 0.41 -2.45 -0.34
N 1.05303 -0.91590 1.07038 -2.00 -0.52 -1.00
H 0.55174 -3.08355 0.68082 -0.42 1.98 0.40
H -1.05216 -2.39559 -1.12022 -0.60 -1.06 -0.33
H 0.04370 -0.07143 -1.66229 -1.19 -0.68 1.39
H -1.88339 1.18780 -1.40783 0.32 0.59 1.63
H -1.74722 1.16455 0.46989 -1.07 -0.39 0.42
H 0.12659 1.95730 -1.41830 0.73 0.64 1.00
H 0.78038 1.82776 1.41479 1.03 -1.86 -3.50
```
Positions in Å, forces in eV/Å.

## Properties
electronic energy	-358.85440	a.u.
HOMO	-8.8	eV
max |F|	6.2	eV/A

Löwdin charges, unit e, in atom order: -0.1680 -0.0940 -0.1999 -0.2138 -0.0521 0.0421 -0.4375 0.1366 0.1323 0.0870 0.1899 0.1438 0.1100 0.1029 0.2208


Entry 4:
Computed, not measured: 2 unconnected molecules or ions with the total composition C2HCl2NO in a non-equilibrium geometry, with ωB97M-V/def2-TZVPD.

```
7
Properties=species:S:1:pos:R:3:forces:R:3
C -0.23815 0.10952 1.11956 0.04 -0.27 0.90
C -0.06592 0.48911 -0.22064 -0.06 -1.63 -2.37
N -0.34388 -0.10882 2.24372 0.05 0.10 0.00
O 1.07000 0.40969 -0.87457 -0.79 0.57 0.58
Cl -0.83408 -2.06970 -0.80035 0.44 1.53 0.39
Cl -1.25730 1.43704 -0.95141 0.50 -0.17 0.32
H 1.66934 -0.26683 -0.51630 -0.18 -0.11 0.17
```
Positions in Å, forces in eV/Å.

## Properties
electronic energy	-1127.09576	a.u.
HOMO (alpha / beta)	-9.7 / -9.7	eV
max |F|	2.9	eV/A

Löwdin charges, unit e, in atom order: -0.3036 -0.8395 0.2372 0.0502 -0.1565 0.8593 0.1528


Entry 5:
Computed, not measured: a single C15H20ClN3O3 molecule, with ωB97M-V/def2-TZVPD.

```
42
Properties=species:S:1:pos:R:3:forces:R:3
C 4.26892 1.13929 3.82393 -0.20 -0.36 -0.23
C 4.30710 -0.18129 3.07854 0.54 0.04 0.11
O 2.96405 -0.64538 2.90910 -0.19 0.46 0.12
C 2.79935 -1.92338 2.59540 -0.34 -0.44 0.10
O 3.68931 -2.72408 2.48683 0.17 -0.07 -0.05
C 1.32787 -2.23299 2.36261 0.14 0.15 0.11
C 1.02288 -1.91341 0.92499 0.04 0.01 -0.36
C 1.71907 -2.72910 -0.11153 0.10 0.06 -0.23
N 0.18836 -0.97181 0.74762 -0.19 0.41 0.76
N -0.14646 -0.51571 -0.50887 -0.37 -0.55 -0.11
C 0.69530 -0.11000 -1.48695 0.00 0.24 -0.26
O 1.90519 -0.20968 -1.44959 0.12 0.05 -0.06
C -0.02280 0.52270 -2.69258 0.19 -0.12 -0.03
N -1.11792 1.39691 -2.37549 0.21 0.43 0.05
C -2.40644 1.00497 -2.09161 -0.54 -0.15 -0.08
C -2.85335 -0.29897 -2.32357 0.24 0.06 -0.05
C -4.16657 -0.64941 -2.07962 -0.13 0.15 0.09
C -5.06124 0.28175 -1.59117 -0.07 -0.08 -0.02
C -4.61790 1.57520 -1.35620 0.14 -0.27 -0.09
Cl -5.77937 2.70840 -0.74060 -0.17 0.09 0.07
C -3.30994 1.96949 -1.59370 0.01 0.13 0.09
C -2.84373 3.37400 -1.34236 -0.10 -0.12 -0.02
H 3.67556 1.86086 3.26934 -0.03 0.13 -0.02
H 5.27870 1.52185 3.93998 0.10 0.05 0.02
H 3.82425 1.00504 4.80641 -0.01 0.03 0.11
H 4.87633 -0.93944 3.62739 -0.08 0.13 -0.13
H 4.75735 -0.06224 2.08686 -0.05 -0.08 0.12
H 1.16087 -3.29311 2.55422 0.08 0.02 0.01
H 0.71229 -1.61221 3.01076 0.00 -0.06 -0.05
H 2.24549 -3.56430 0.33982 -0.04 -0.09 0.03
H 2.43309 -2.10790 -0.65572 -0.03 -0.10 0.05
H 0.99496 -3.09448 -0.84107 -0.04 -0.01 -0.06
H -1.10761 -0.19507 -0.53689 0.28 -0.03 -0.02
H 0.73270 1.09300 -3.24011 -0.06 -0.16 0.11
H -0.36337 -0.28229 -3.34940 0.07 0.08 -0.01
H -0.84450 2.29093 -2.00252 -0.03 -0.05 -0.04
H -2.17567 -1.04759 -2.70182 0.09 -0.07 -0.03
H -4.49286 -1.66042 -2.26844 -0.03 -0.09 -0.02
H -6.08707 0.01844 -1.39322 -0.10 0.00 0.03
H -2.05265 3.39382 -0.59053 0.09 0.06 0.03
H -3.66416 3.98466 -0.97932 0.11 0.06 0.00
H -2.46538 3.82294 -2.26095 0.09 0.07 -0.05
```
Positions in Å, forces in eV/Å.

## Properties
electronic energy	-1433.77089	a.u.
HOMO	-8.2	eV
max |F|	0.9	eV/A

Löwdin charges, unit e, in atom order: -0.0648 -0.2147 0.0068 -0.5064 0.1161 -0.0320 -0.3162 -0.0138 0.1092 0.0699 -0.4534 0.0514 -0.0944 0.0257 -0.2464 -0.0459 -0.0824 -0.1271 -0.6061 0.7024 -0.2284 -0.0628 0.0771 0.0769 0.0774 0.1235 0.1324 0.1325 0.1234 0.0819 0.0786 0.0928 0.1229 0.1319 0.1223 0.1185 0.1011 0.1071 0.0976 0.0891 0.0359 0.0902


Entry 6:
Computed, not measured: a molecular structure, C2H3LiO2Sn in a non-equilibrium geometry, with ωB97M-V/def2-TZVPD.

```
9
Properties=species:S:1:pos:R:3:forces:R:3
H 3.59337 0.23748 -0.08527 -0.08 0.15 -0.04
O -0.64101 0.62423 -0.11286 0.19 3.85 -0.25
C -0.88495 -0.63446 -0.08591 0.69 -6.12 0.77
C 0.22044 -1.51527 0.06949 -5.84 -0.37 -0.77
O 1.39272 -1.02993 0.17095 2.54 0.79 0.02
Li -0.83494 2.48256 0.16126 -0.60 -0.21 -0.02
Sn 1.36026 0.89028 -0.13839 2.52 1.16 0.11
H -1.91597 -1.00471 -0.11102 0.44 0.27 -0.05
H 0.07588 -2.60226 0.02666 0.16 0.48 0.23
```
Positions in Å, forces in eV/Å.

## Properties
spin multiplicity	2
electronic energy	-449.97331	a.u.
HOMO (alpha / beta)	-11.9 / -11.9	eV
expectation value of S²	0.76
max |F|	6.2	eV/A
net charge	+1

Löwdin charges, unit e, in atom order: 0.1082 -0.4912 -0.2932 -0.2775 -0.3222 0.7554 1.2486 0.1319 0.1400


Q: Among the records above, which one has the highest electronic energy?
A: C5H7N3